Entry 1:
# C23H20ClNO2PV

A structure of composition C23H20ClNO2PV at a distorted geometry (ωB97M-V/def2-TZVPD, the OMol25 dataset).

The expectation value of S² is 2.023. As for the multiplicity: 3. Its energy is -2839.146071 hartree. Its HOMO-LUMO gap (spin up / spin down) is 7.12 / 8.22 eV.

Structure (XYZ):
```
49
Properties=species:S:1:pos:R:3:forces:R:3:mulliken_spin:R:1
C 1.284 -1.044 1.769 0.5 1.1 1.6 0.000
C 1.665 0.227 1.217 1.2 0.2 1.5 0.053
C 0.588 1.143 1.418 0.9 0.6 2.3 0.011
H 2.613 0.482 0.763 -0.2 -0.3 -0.1 0.000
C -0.451 0.459 2.114 1.0 1.0 1.8 -0.022
C -0.022 -0.867 2.369 0.7 -0.3 0.7 0.056
H -0.570 -1.615 2.940 0.1 0.2 -0.6 0.003
H 1.891 -1.940 1.776 -0.3 0.1 -0.2 -0.008
H 0.614 2.211 1.252 -0.2 -0.2 -0.5 -0.003
H -1.326 0.950 2.510 -0.2 -0.3 -0.4 -0.005
V -0.010 -0.445 0.313 -4.3 -1.7 -7.8 1.970
Cl -2.213 -0.217 -0.451 0.5 -0.3 0.4 0.019
P 0.356 1.497 -1.719 0.2 0.4 -0.4 -0.047
C 0.056 3.242 -1.234 -0.2 0.5 0.6 -0.027
C 0.911 4.322 -1.506 -0.2 0.1 0.1 0.001
H 1.850 4.152 -2.034 -0.3 0.1 0.1 0.000
C 0.568 5.627 -1.114 0.0 -0.2 0.0 0.000
H 1.249 6.450 -1.348 -0.2 -0.3 0.1 0.000
C -0.628 5.875 -0.437 0.1 -0.4 -0.2 -0.001
H -0.902 6.895 -0.154 0.1 -0.4 0.0 0.000
C -1.477 4.799 -0.144 0.1 0.0 -0.1 0.001
H -2.410 4.979 0.393 0.3 -0.1 -0.2 0.000
C -1.140 3.499 -0.534 0.1 0.2 0.0 0.000
H -1.812 2.667 -0.301 0.2 0.3 -0.1 0.001
C 2.094 1.552 -2.287 0.6 -0.4 0.0 -0.007
C 3.100 1.965 -1.392 0.2 -0.2 -0.3 0.005
H 2.829 2.414 -0.432 0.1 -0.1 -0.3 0.001
C 4.453 1.816 -1.719 -0.2 0.1 0.0 0.000
H 5.215 2.123 -0.998 -0.2 -0.1 -0.3 0.000
C 4.833 1.294 -2.962 -0.4 0.1 0.0 0.000
H 5.891 1.210 -3.228 -0.4 0.0 0.1 0.000
C 3.837 0.905 -3.865 -0.1 0.1 0.2 0.001
H 4.114 0.513 -4.847 -0.1 0.1 0.3 0.000
C 2.482 1.004 -3.521 0.2 0.2 0.1 0.003
H 1.715 0.669 -4.222 0.3 0.1 0.2 0.000
C -0.578 1.452 -3.304 -0.9 -0.7 -0.5 -0.011
C -0.822 2.564 -4.129 0.1 -0.1 0.0 0.000
H -0.480 3.554 -3.815 -0.1 -0.3 -0.2 0.000
C -1.499 2.418 -5.352 0.1 0.0 0.3 0.000
H -1.657 3.296 -5.985 0.1 -0.3 0.3 0.000
C -1.972 1.170 -5.763 0.3 -0.1 0.4 0.000
H -2.482 1.053 -6.719 0.1 0.1 0.2 0.000
C -1.767 0.061 -4.937 0.0 0.2 0.0 -0.001
H -2.117 -0.930 -5.242 0.1 0.4 0.2 0.000
C -1.106 0.211 -3.716 0.2 0.0 0.2 0.004
H -0.990 -0.653 -3.060 0.0 0.2 -0.3 0.005
O 0.449 -3.412 -0.653 0.1 3.0 -1.1 0.004
N 0.452 -2.187 -0.954 0.7 -1.1 -0.7 -0.013
O 0.788 -1.758 -2.124 -0.8 -1.2 2.8 0.010
```
Forces are in eV/Å.



Entry 2:
# C23H20ClNO3PRe

A structure of composition C23H20ClNO3PRe at a distorted geometry (ωB97M-V/def2-TZVPD, the OMol25 dataset).

Its total charge is +1. The expectation value of S² is 3.768. As for the multiplicity: 4. Its energy is -2048.335502 hartree. Its HOMO-LUMO gap (spin up / spin down) is 6.80 / 6.07 eV.

Structure (XYZ):
```
50
Properties=species:S:1:pos:R:3:forces:R:3:mulliken_spin:R:1
C -0.926 -1.224 4.007 -0.3 -1.0 -0.4 -0.028
C -0.879 -1.665 2.643 -0.1 -0.8 0.6 -0.044
C 0.505 -1.835 2.269 0.5 -1.9 0.7 0.105
H -1.728 -1.896 2.013 0.1 0.5 0.0 -0.004
C 1.300 -1.638 3.445 -1.1 -1.9 0.4 -0.064
C 0.422 -1.155 4.477 0.5 -1.7 0.2 0.122
H 0.699 -0.941 5.495 0.2 0.2 -0.3 0.009
H -1.828 -1.063 4.600 0.4 0.3 -0.3 -0.003
H 0.883 -2.053 1.284 0.0 -0.4 0.0 0.025
H 2.334 -1.911 3.568 0.2 0.7 -0.2 0.000
Re 0.209 0.187 2.779 -1.4 6.9 -2.4 1.327
Cl 2.261 1.014 3.226 0.1 0.4 -0.3 0.126
P 0.060 0.251 -0.382 0.2 0.1 -2.2 0.191
C 1.138 -0.823 -1.436 0.6 -0.7 0.9 0.003
C 0.746 -1.520 -2.589 0.0 0.2 0.0 0.005
H -0.298 -1.519 -2.897 0.2 0.1 0.0 0.001
C 1.689 -2.212 -3.358 0.0 0.1 0.2 -0.003
H 1.371 -2.717 -4.268 0.0 0.1 0.2 0.000
C 3.030 -2.248 -2.973 -0.3 0.2 0.2 0.009
H 3.771 -2.751 -3.596 -0.2 0.1 0.2 0.001
C 3.406 -1.638 -1.773 0.2 0.0 0.0 -0.004
H 4.444 -1.685 -1.447 -0.2 0.0 0.0 0.000
C 2.471 -0.958 -0.995 -0.3 0.0 -0.4 -0.005
H 2.767 -0.505 -0.048 0.1 0.0 -0.2 0.007
C -1.567 -0.138 -1.169 -0.6 -0.3 0.8 -0.011
C -2.191 -1.318 -0.716 -0.1 0.5 -0.3 0.015
H -1.678 -1.950 0.008 -0.1 0.1 -0.2 0.003
C -3.441 -1.687 -1.201 0.0 -0.2 -0.1 -0.003
H -3.920 -2.588 -0.816 0.1 0.2 -0.2 0.000
C -4.071 -0.923 -2.187 0.3 0.3 0.1 0.010
H -5.033 -1.235 -2.593 0.2 0.1 0.1 0.001
C -3.459 0.248 -2.646 0.1 -0.3 0.2 -0.003
H -3.941 0.850 -3.414 0.1 -0.1 0.2 0.000
C -2.230 0.655 -2.118 0.2 -0.1 0.1 0.006
H -1.784 1.590 -2.456 -0.1 -0.2 0.1 0.001
C 0.421 1.876 -1.179 0.4 0.8 0.8 0.025
C 1.121 2.078 -2.379 -0.2 -0.2 0.0 0.011
H 1.577 1.235 -2.891 -0.2 0.1 0.0 0.001
C 1.234 3.359 -2.931 -0.1 -0.1 0.2 -0.002
H 1.752 3.494 -3.879 -0.1 -0.1 0.2 0.000
C 0.689 4.464 -2.274 0.0 -0.3 0.1 0.007
H 0.749 5.457 -2.719 0.0 -0.3 0.2 0.000
C 0.081 4.281 -1.030 0.0 0.1 0.0 -0.003
H -0.317 5.138 -0.489 0.1 -0.2 -0.1 0.000
C -0.031 3.009 -0.477 -0.1 -0.2 -0.2 0.003
H -0.487 2.867 0.502 0.0 0.2 -0.2 0.001
O -1.197 0.064 7.943 1.6 -1.0 -2.4 0.342
N -0.204 -0.119 7.250 0.6 2.8 4.4 0.353
O 0.931 0.312 7.509 -2.4 -1.6 -1.6 0.300
O -0.853 1.484 2.307 0.8 -1.4 0.9 0.167
```
Forces are in eV/Å.



Entry 3:
# C23H20CrN4O3S2

A structure of composition C23H20CrN4O3S2 (ωB97M-V/def2-TZVPD, the OMol25 dataset).

Its total charge is +1. The expectation value of S² is 0.784. As for the multiplicity: 2. Its energy is -3173.903359 hartree. Its HOMO-LUMO gap (spin up / spin down) is 7.32 / 7.60 eV.

Structure (XYZ):
```
53
Properties=species:S:1:pos:R:3:forces:R:3:mulliken_spin:R:1
Cr -0.053 -0.414 -0.203 -0.2 -0.1 -0.3 1.060
C -1.033 -3.552 2.636 0.0 0.0 0.1 0.001
O -2.252 -2.854 2.878 0.0 0.0 -0.2 0.000
C -2.235 -1.507 3.047 -0.1 0.2 0.2 -0.007
C -3.077 -0.999 4.031 0.1 -0.1 -0.1 0.002
C -3.170 0.361 4.280 0.1 0.1 0.0 -0.002
C -2.405 1.244 3.541 -0.1 -0.1 0.1 0.000
C -1.574 0.766 2.525 0.1 0.1 -0.1 0.035
C -0.820 1.728 1.744 -0.1 -0.2 0.0 0.000
N -0.237 1.401 0.652 0.1 0.1 0.0 -0.022
N 0.488 2.392 -0.002 0.0 0.1 0.0 -0.016
C 1.273 1.829 -0.862 0.1 0.1 0.0 0.003
O 1.329 0.505 -0.977 0.1 -0.1 0.1 -0.021
C 2.149 2.622 -1.739 -0.1 0.1 0.1 -0.001
C 3.030 1.978 -2.603 0.0 0.0 0.0 0.001
C 3.856 2.725 -3.428 0.0 0.0 0.0 -0.001
C 3.805 4.109 -3.393 0.0 0.0 0.0 0.001
C 2.926 4.755 -2.531 0.0 0.0 0.0 -0.001
C 2.099 4.017 -1.705 0.0 0.0 0.0 0.001
C -1.483 -0.615 2.268 -0.1 0.0 0.0 -0.005
O -0.697 -1.115 1.292 0.1 0.0 0.2 -0.028
H -1.228 -4.582 2.924 0.0 0.0 0.0 0.000
H -0.227 -3.149 3.253 0.0 0.0 0.0 0.000
H -0.748 -3.508 1.586 0.0 0.0 0.0 -0.002
H -3.650 -1.713 4.607 0.0 0.0 0.0 0.000
H -3.826 0.723 5.059 0.0 0.0 0.0 0.000
H -2.447 2.308 3.733 0.0 0.0 0.0 0.000
H -0.757 2.758 2.083 0.0 0.0 0.0 0.000
H 3.065 0.898 -2.620 0.0 0.0 0.0 0.001
H 4.542 2.225 -4.098 0.0 0.0 0.0 0.000
H 4.454 4.689 -4.036 0.0 0.0 0.0 0.000
H 2.889 5.836 -2.504 0.0 0.0 0.0 0.000
H 1.414 4.507 -1.028 0.0 0.0 0.0 0.000
C 2.295 -3.151 -0.028 0.0 0.0 0.0 -0.006
C 1.267 -3.123 -1.104 0.0 0.1 0.0 0.008
N 0.357 -2.190 -1.224 0.0 0.1 0.1 -0.007
C -0.481 -2.407 -2.298 0.0 -0.1 0.0 0.012
C -0.203 -3.531 -3.003 0.0 0.1 0.0 -0.001
S 1.152 -4.318 -2.317 -0.1 0.0 0.0 0.002
C -1.531 -1.409 -2.487 -0.1 -0.1 0.0 0.000
C -2.518 -1.369 -3.412 0.2 0.1 0.0 -0.001
S -3.464 0.034 -3.180 -0.1 -0.1 0.1 0.001
C -2.545 0.474 -1.822 0.1 0.1 0.0 0.006
N -1.551 -0.357 -1.581 0.0 0.0 0.0 -0.021
C -2.875 1.692 -1.031 0.0 0.0 0.0 0.005
H 2.180 -2.277 0.612 0.0 0.0 0.0 0.002
H 3.301 -3.149 -0.447 0.0 0.0 0.0 0.001
H 2.183 -4.045 0.585 0.0 0.0 0.0 0.000
H -0.701 -3.924 -3.874 0.0 0.0 0.0 0.000
H -2.718 -2.066 -4.208 0.0 0.0 0.0 0.000
H -3.736 2.199 -1.460 0.0 0.0 0.0 0.000
H -2.028 2.377 -1.024 0.0 0.0 0.0 -0.001
H -3.113 1.415 -0.003 0.0 0.0 0.0 -0.001
```
Forces are in eV/Å.



Among the records above, which one has the highest energy?
C23H20ClNO3PRe